Computed, not measured: a 4-piece molecular cluster, H8S4 overall in a non-equilibrium geometry, with ωB97M-V/def2-TZVPD.

Each line ends with the Löwdin spin population.
Atoms and positions in Å:
H -0.720 -4.052 -3.750  0.010
S 3.431 -0.586 3.870  0.274
S -1.524 7.353 -1.115  0.213
H -2.263 6.402 -1.483  0.010
H -1.246 6.830 0.073  0.008
H 3.444 -0.580 2.489  0.008
S -0.928 -2.309 1.493  0.192
S 0.244 -3.332 -4.294  0.254
H -2.219 -2.821 1.063  0.004
H 2.480 -1.533 4.030  0.009
H -0.231 -3.214 1.915  0.011
H -0.468 -2.157 -4.292  0.008

Its HOMO energy (spin up / spin down) is -13.1789 / -11.4699 eV. As for the spin multiplicity: 2. The calculation puts the calculated total energy at -1597.09991 Eh. Its LUMO energy (spin up / spin down) is -0.0925 / -0.3717 hartree. The expectation value of S² is 0.753. Its charge is +1. As for the energy above the lowest of the compared OMol25 structures with the same formula, charge and spin: 1.000 eV.